1.
Below is a molecular structure, C14H6AuCl2F6N3OS, with properties calculated with wB97M-V/def2-TZVPD.

Properties
Energy above the lowest of the compared OMol25 structures with the same formula, charge and spin, kcal/mol: 0.00
Charge: -2
E_tot, eV: -77013.330
2S+1: 1
Molar mass, u: 646.15
HOMO, eV: -2.36
Strongest force on any atom, hartree/bohr: 0.0126

Geometry (Å):
Au 0.06 0.06 -0.31
Cl 3.07 -0.28 0.35
C 3.42 1.41 0.44
C 4.74 1.77 0.26
C 5.13 3.10 0.33
C 4.17 4.06 0.59
C 2.85 3.68 0.76
Cl 1.72 4.98 1.09
C 2.39 2.35 0.68
S 0.70 1.99 0.95
H 5.47 0.99 0.06
H 6.17 3.38 0.19
H 4.43 5.10 0.67
N -2.24 -0.48 0.22
C -3.37 -0.41 0.43
C -4.76 -0.35 0.68
C -5.51 -1.55 0.82
N -6.13 -2.52 0.94
C -5.44 0.89 0.80
N -6.01 1.89 0.89
C -0.82 -3.18 -1.24
C 0.49 -2.70 -1.88
O 0.69 -1.37 -1.92
C 1.66 -3.38 -1.11
F 1.62 -4.74 -1.11
F 2.87 -3.05 -1.59
F 1.64 -3.00 0.18
C 0.49 -3.20 -3.36
F 1.62 -2.90 -4.02
F 0.33 -4.55 -3.50
F -0.52 -2.63 -4.03
H -0.83 -2.88 -0.19
H -0.94 -4.27 -1.31
H -1.65 -2.68 -1.74

Here are the Löwdin charges for atoms 1 to 5, given in e:
1 Au 0.43
2 Cl 0.68
3 C -0.67
4 C -0.15
5 C -0.13

2.
Below is a molecular structure, C22H38AlF5Ge2N4O2S in a non-equilibrium geometry, with properties calculated with wB97M-V/def2-TZVPD.

Properties
Charge: +2
E_tot, eV: -177520.740
2S+1: 1
Molar mass, u: 689.83
HOMO (spin up / spin down), eV: -13.39 / -13.11
Strongest force on any atom, hartree/bohr: 0.0644

Geometry (Å):
Al 1.99 -0.10 -0.43
C 0.13 1.98 3.82
C 1.21 1.11 3.21
Ge 0.45 -0.14 1.77
C 0.66 -1.89 2.76
C -0.47 -2.11 3.78
C -1.49 0.21 1.78
C -2.52 -0.01 0.83
Ge -1.94 -1.21 -0.67
C -2.79 -2.96 -0.25
C -4.19 -3.33 -0.74
C -3.21 -0.59 -2.06
C -2.54 -0.65 -3.47
C -3.85 0.56 1.03
C -5.06 0.04 0.56
C -6.32 0.65 0.83
C -6.37 1.77 1.68
C -5.15 2.28 2.17
C -3.94 1.71 1.87
H 0.59 2.89 4.23
H -0.45 1.52 4.62
H -0.55 2.31 3.02
H 1.75 0.50 3.87
H 1.96 1.73 2.70
H 1.65 -1.84 3.25
H 0.74 -2.60 1.97
H -0.42 -1.34 4.58
H -0.36 -3.09 4.23
H -1.43 -2.04 3.31
H -1.83 0.46 2.80
H -2.76 -3.00 0.84
H -2.14 -3.77 -0.61
H -4.11 -4.17 -1.41
H -4.63 -2.49 -1.26
H -4.84 -3.51 0.15
H -3.40 0.49 -1.88
H -4.11 -1.15 -2.09
H -1.57 -0.08 -3.45
H -3.11 -0.08 -4.25
H -2.34 -1.63 -3.89
H -5.03 -0.87 -0.10
H -7.27 0.21 0.48
H -7.28 2.33 1.84
H -5.13 3.16 2.81
H -3.06 2.01 2.37
C 3.29 -0.91 -4.75
O 3.31 -1.95 -3.69
C 2.76 -1.65 -2.56
O 2.29 -0.53 -2.35
N 2.65 -2.61 -1.58
N 1.95 -2.20 -0.42
H 3.60 -1.53 -5.67
H 3.99 -0.12 -4.41
H 2.27 -0.53 -4.83
H 2.81 -3.62 -1.69
H 2.54 -2.49 0.41
H 1.07 -2.68 -0.41
C 4.48 4.16 -0.92
N 3.27 3.44 -0.60
C 2.54 2.79 -1.49
N 2.94 2.72 -2.80
S 1.05 2.07 -0.99
H 5.00 4.25 0.00
H 4.29 5.18 -1.33
H 5.07 3.58 -1.62
H 2.86 3.59 0.31
H 3.90 2.93 -3.04
H 2.60 1.94 -3.36
F 3.97 -1.21 0.98
C 3.83 0.05 0.32
F 3.70 1.03 1.36
C 5.25 0.21 -0.24
F 5.58 1.56 -0.30
F 5.47 -0.32 -1.52
F 6.19 -0.40 0.59

Here are the Löwdin charges for atoms 1 to 5, given in e:
1 Al 0.10
2 C -0.17
3 C -0.33
4 Ge 0.87
5 C -0.36

3.
Below is 5 unconnected molecules or ions with the total composition C6H20IN6O4 in a non-equilibrium geometry, with properties calculated with wB97M-V/def2-TZVPD.

Properties
Energy above the lowest of the compared OMol25 structures with the same formula, charge and spin, kcal/mol: 11.62
Charge: -1
E_tot, eV: -31784.241
2S+1: 1
Molar mass, u: 367.17
HOMO, eV: -5.52
Strongest force on any atom, hartree/bohr: 0.0429

Geometry (Å):
I 0.53 -0.74 -1.17
C -2.89 2.27 -0.18
C -1.66 2.51 0.64
C -1.47 1.67 1.88
O -0.49 2.52 -0.16
H -3.71 2.04 0.51
H -2.81 1.35 -0.77
H -3.10 3.12 -0.83
H -1.65 3.54 1.03
H -2.17 1.92 2.68
H -0.52 1.91 2.34
H -1.44 0.58 1.76
H -0.14 1.61 -0.26
C -3.85 -2.85 -0.33
O -3.47 -3.38 0.72
N -5.14 -2.88 -0.74
N -3.06 -2.08 -1.10
H -5.76 -3.39 -0.14
H -5.51 -2.23 -1.41
H -3.37 -1.57 -1.90
H -2.11 -1.89 -0.81
C 3.13 -0.11 2.68
O 4.13 -0.30 3.37
N 2.84 -0.81 1.55
N 2.29 0.93 2.88
H 1.93 -0.74 1.11
H 3.46 -1.59 1.40
H 2.60 1.69 3.46
H 1.52 1.06 2.26
C 4.49 -0.47 -2.84
O 5.52 -0.15 -3.44
N 3.25 -0.26 -3.37
N 4.37 -0.95 -1.57
H 3.10 0.28 -4.19
H 2.43 -0.59 -2.88
H 5.25 -1.10 -1.09
H 3.48 -0.93 -1.10

Here are the Löwdin charges for atoms 1 to 5, given in e:
1 I 0.10
2 C -0.06
3 C -0.53
4 C -0.07
5 O -0.12

4.
Below is 19 unconnected molecules or ions with the total composition C34H74ClN19O38 in a non-equilibrium geometry, with properties calculated with wB97M-V/def2-TZVPD.

Properties
Charge: 0
E_tot, eV: -155032.752
2S+1: 1
Molar mass, u: 1392.51
HOMO, eV: -8.98
Strongest force on any atom, hartree/bohr: 0.1652

Geometry (Å):
C -5.44 1.92 4.45
C -4.07 2.38 3.66
C -3.99 1.92 2.09
C -2.53 1.31 1.67
C -2.32 -0.16 0.90
C -0.83 -0.73 0.44
C 0.52 0.16 0.76
C 2.06 -0.26 0.33
Cl 2.45 0.24 -1.42
C 2.44 -1.83 0.67
C 3.92 -1.80 1.45
C 0.32 1.59 1.52
C -1.16 2.15 1.96
C -0.87 3.62 2.64
O -1.58 4.40 3.45
N 0.53 4.03 2.25
C 0.65 4.83 0.96
C 0.89 6.42 1.26
C 1.37 2.76 2.00
O 2.69 2.75 2.22
H -5.31 0.86 4.97
H -5.57 2.69 5.35
H -6.41 2.01 3.80
H -4.07 3.57 3.65
H -3.12 1.95 4.20
H -4.80 1.06 1.93
H -4.33 2.79 1.34
H -3.28 -0.80 0.67
H -0.75 -1.78 -0.12
H 2.77 0.40 1.03
H 1.62 -2.40 1.30
H 2.65 -2.42 -0.34
H 3.82 -1.63 2.60
H 4.57 -2.76 1.18
H 4.54 -0.88 1.02
H -0.26 4.68 0.22
H 1.60 4.41 0.40
H 0.20 7.03 0.54
H 0.68 6.73 2.40
H 2.01 6.74 1.04
C 0.56 9.77 3.62
N 1.28 9.92 2.32
O 1.76 8.90 1.82
O 1.33 11.06 1.85
H 0.58 8.72 3.92
H 1.07 10.40 4.35
H -0.47 10.10 3.46
C 5.16 -1.61 -3.38
N 5.18 -2.74 -2.41
O 6.24 -3.35 -2.26
O 4.12 -2.99 -1.82
H 6.15 -1.51 -3.82
H 4.42 -1.85 -4.15
H 4.88 -0.71 -2.83
C -8.82 5.43 4.91
N -7.94 4.23 4.81
O -7.60 3.68 5.86
O -7.62 3.88 3.67
H -9.03 5.62 5.96
H -8.29 6.27 4.46
H -9.75 5.20 4.37
C 1.94 -5.40 -2.22
N 1.22 -5.74 -3.48
O 0.83 -4.80 -4.18
O 1.07 -6.94 -3.72
H 2.00 -4.32 -2.12
H 1.37 -5.83 -1.39
H 2.94 -5.84 -2.28
C 5.02 -6.50 1.58
N 3.74 -6.21 0.89
O 3.12 -7.17 0.43
O 3.39 -5.02 0.83
H 5.20 -7.57 1.56
H 5.81 -5.96 1.05
H 4.93 -6.14 2.61
C 8.98 0.90 -4.61
N 7.68 0.32 -4.16
O 7.13 -0.48 -4.92
O 7.27 0.68 -3.05
H 9.22 0.50 -5.59
H 8.85 1.98 -4.65
H 9.74 0.62 -3.88
C 2.92 12.24 -0.54
N 4.03 13.13 -0.95
O 4.49 13.90 -0.09
O 4.43 13.03 -2.12
H 2.68 12.43 0.51
H 2.06 12.46 -1.18
H 3.25 11.21 -0.67
C -3.68 3.39 -2.10
N -3.36 4.66 -1.40
O -2.20 4.81 -1.00
O -4.28 5.48 -1.28
H -2.78 2.77 -2.13
H -4.47 2.89 -1.53
H -4.02 3.64 -3.10
C -6.00 8.94 3.31
N -7.29 8.36 3.76
O -7.85 7.56 3.00
O -7.71 8.72 4.87
H -5.76 8.54 2.33
H -6.12 10.03 3.27
H -5.24 8.66 4.04
C 0.68 -8.20 2.72
N 1.34 -7.18 3.56
O 0.63 -6.28 4.03
O 2.56 -7.31 3.74
H -0.39 -7.97 2.65
H 1.14 -8.17 1.73
H 0.83 -9.17 3.19
C -8.19 0.17 7.01
N -7.31 -1.03 6.91
O -6.97 -1.57 7.97
O -6.98 -1.38 5.77
H -8.39 0.36 8.07
H -7.66 1.01 6.56
H -9.11 -0.06 6.48
C 2.97 -4.19 -6.50
N 4.09 -3.30 -6.91
O 4.54 -2.53 -6.05
O 4.48 -3.40 -8.07
H 2.73 -4.00 -5.45
H 2.11 -3.97 -7.14
H 3.30 -5.22 -6.63
C 2.72 -11.09 0.98
N 2.02 -11.62 2.18
O 0.91 -11.14 2.44
O 2.60 -12.49 2.83
H 2.10 -10.33 0.50
H 3.67 -10.66 1.31
H 2.88 -11.93 0.30
C -0.10 -10.05 -5.21
N 0.02 -11.22 -4.30
O 0.73 -12.16 -4.68
O -0.61 -11.17 -3.24
H 0.51 -10.23 -6.10
H -1.15 -9.93 -5.47
H 0.28 -9.18 -4.67
C 4.50 -1.40 -10.90
N 5.22 -1.25 -12.20
O 5.70 -2.27 -12.70
O 5.27 -0.11 -12.67
H 4.52 -2.45 -10.61
H 5.01 -0.77 -10.17
H 3.47 -1.07 -11.06
C 4.67 14.43 -4.86
N 3.95 14.10 -6.12
O 3.56 15.04 -6.82
O 3.80 12.89 -6.37
H 4.73 15.52 -4.77
H 4.10 14.01 -4.03
H 5.67 14.00 -4.92
C 0.62 -14.20 -2.34
N 0.73 -15.68 -2.25
O 1.82 -16.14 -1.88
O -0.27 -16.34 -2.56
H 1.57 -13.75 -2.05
H 0.38 -13.95 -3.38
H -0.18 -13.89 -1.67
C -11.91 -0.70 9.56
N -11.19 -0.55 8.27
O -10.71 -1.57 7.77
O -11.13 0.59 7.79
H -11.88 -1.75 9.86
H -11.40 -0.08 10.30
H -12.94 -0.37 9.41

Here are the Löwdin charges for atoms 1 to 5, given in e:
1 C -0.15
2 C -0.25
3 C -0.19
4 C -0.07
5 C 0.01

5.
Below is a molecular structure, C12H23N2O3P2Yb in a non-equilibrium geometry, with properties calculated with wB97M-V/def2-TZVPD.

Properties
Energy above the lowest of the compared OMol25 structures with the same formula, charge and spin, kcal/mol: 27.80
Charge: +2
E_tot, eV: -72033.366
2S+1: 2
Molar mass, u: 478.32
HOMO (spin up / spin down), eV: -15.61 / -15.67
Strongest force on any atom, hartree/bohr: 0.0640
⟨S²⟩: 0.75

Geometry (Å):
Yb 0.13 0.41 0.97
P 2.22 -1.12 1.20
C 2.37 -1.51 -0.60
C 1.05 -1.81 -1.32
N -0.08 -1.26 -0.82
C -1.26 -1.45 -1.47
C -1.35 -2.23 -2.62
C -0.18 -2.80 -3.15
C 1.04 -2.57 -2.49
C -2.52 -0.84 -0.85
P -2.30 0.69 0.17
H 1.99 -2.99 -2.87
H -2.33 -2.38 -3.09
H -0.22 -3.40 -4.05
H -3.26 -0.54 -1.63
H -2.99 -1.58 -0.16
H 2.85 -0.61 -1.06
H 3.06 -2.37 -0.64
H 1.77 3.85 -1.48
O 2.57 3.64 -2.02
H 2.35 4.01 -2.90
H -1.53 4.89 0.63
O -1.15 5.64 0.12
H -1.60 6.42 0.52
C -2.35 2.06 -1.03
H -3.35 2.01 -1.52
H -2.20 3.03 -0.50
H -1.53 1.95 -1.77
C -3.72 0.84 1.27
H -3.59 1.76 1.88
H -4.63 0.88 0.63
H -3.73 -0.04 1.96
C 2.16 -2.74 2.05
H 3.10 -3.28 1.79
H 2.07 -2.56 3.14
H 1.26 -3.29 1.72
C 3.76 -0.28 1.67
H 3.71 -0.03 2.75
H 4.60 -0.97 1.44
H 3.84 0.67 1.09
O 0.00 0.01 5.55
C -0.01 -0.02 4.35
N -0.02 -0.05 3.14

Here are the Löwdin charges for atoms 1 to 5, given in e:
1 Yb 1.50
2 P 0.70
3 C -0.29
4 C -0.31
5 N -0.03

6.
Below is a molecular structure, C7H10O in a non-equilibrium geometry, with properties calculated with wB97M-V/def2-TZVPD.

Properties
Energy above the lowest of the compared OMol25 structures with the same formula, charge and spin, kcal/mol: 92.45
Charge: 0
E_tot, eV: -9464.551
2S+1: 1
Molar mass, u: 110.16
HOMO, eV: -9.12
Strongest force on any atom, hartree/bohr: 0.1124

Geometry (Å):
C -0.53 2.08 0.40
C 0.20 0.69 0.33
C 0.44 -0.04 -1.09
C 1.13 -1.15 -0.52
C 0.11 -1.63 0.61
C -0.78 -0.47 0.61
C -1.08 -0.35 -0.84
H -1.06 2.35 -0.78
H -1.17 2.04 1.38
H 0.45 2.83 0.44
H 1.08 0.67 1.11
H 0.71 0.54 -1.87
H 2.02 -0.73 0.10
H 1.64 -1.84 -1.44
H 0.70 -1.78 1.49
H -0.37 -2.65 0.18
H -1.47 -0.26 1.42
O -2.02 -0.30 -1.53

Here are the Löwdin charges for atoms 1 to 5, given in e:
1 C -0.08
2 C -0.32
3 C -0.17
4 C -0.20
5 C -0.13

7.
Below is C3H5NO in the gas phase in a non-equilibrium geometry, with properties calculated with wB97M-V/def2-TZVPD.

Properties
Energy above the lowest of the compared OMol25 structures with the same formula, charge and spin, kcal/mol: 109.28
Charge: 0
SMILES string: Cc1co[nH]1
E_tot, eV: -6724.834
2S+1: 1
Molar mass, u: 71.08
HOMO, eV: -8.90
Strongest force on any atom, hartree/bohr: 0.0938

Geometry (Å):
C 1.52 0.55 0.78
C 0.50 0.01 0.09
C -0.90 -0.16 -0.20
N 1.87 -0.52 -0.96
O 2.58 0.27 0.01
H 1.72 1.19 1.70
H -1.40 0.68 -0.68
H -1.01 -1.02 -0.83
H -1.52 -0.38 0.63
H 1.75 -1.49 -0.68

Here are the Löwdin charges for atoms 1 to 5, given in e:
1 C -0.16
2 C -0.13
3 C -0.08
4 N 0.07
5 O -0.14

8.
Below is a molecular structure, C5H6FIN2 in a non-equilibrium geometry, with properties calculated with wB97M-V/def2-TZVPD.

Properties
Energy above the lowest of the compared OMol25 structures with the same formula, charge and spin, kcal/mol: 27.67
Charge: 0
E_tot, eV: -19078.168
2S+1: 1
Molar mass, u: 240.02
HOMO, eV: -8.17
Strongest force on any atom, hartree/bohr: 0.0572

Geometry (Å):
C 0.39 1.36 -1.11
C -0.11 0.53 0.01
C -1.30 0.82 0.51
C -2.10 -0.19 1.45
C 0.71 -0.70 0.44
N -0.05 2.52 -1.27
N -3.26 -0.50 1.14
F -1.45 -0.71 2.50
I -2.39 2.57 0.24
H 1.22 0.85 -1.67
H 0.19 -1.13 1.40
H 1.78 -0.37 0.59
H 0.65 -1.37 -0.42
H 0.19 3.08 -2.04
H -3.73 -0.98 1.83

Here are the Löwdin charges for atoms 1 to 5, given in e:
1 C -0.23
2 C -0.34
3 C -0.58
4 C -0.48
5 C -0.04

9.
Below is 2 unconnected molecules or ions with the total composition C5H14 in a non-equilibrium geometry, with properties calculated with wB97M-V/def2-TZVPD.

Properties
Energy above the lowest of the compared OMol25 structures with the same formula, charge and spin, kcal/mol: 16.63
Charge: 0
SMILES string: CCC.CC
E_tot, eV: -5411.328
2S+1: 1
Molar mass, u: 74.17
HOMO, eV: -11.26
Strongest force on any atom, hartree/bohr: 0.0439

Geometry (Å):
C -1.05 2.99 -0.14
C -0.93 1.63 -0.85
H -2.09 3.29 0.00
H -0.59 3.04 0.84
H -0.76 3.77 -0.85
H -0.24 1.62 -1.65
H -1.85 1.49 -1.40
H -0.67 0.84 -0.17
C 0.76 -2.17 0.65
C 0.86 -2.18 -0.86
C 0.60 -0.81 1.37
H -0.06 -2.80 0.99
H 1.65 -2.62 1.07
H 1.41 -1.31 -1.23
H -0.35 -0.35 1.18
H 0.78 -1.16 2.39
H 1.48 -0.17 1.23
H 1.17 -3.14 -1.26
H -0.12 -1.96 -1.32

Here are the Löwdin charges for atoms 1 to 5, given in e:
1 C -0.16
2 C -0.15
3 H 0.06
4 H 0.06
5 H 0.06

10.
Below is 7 unconnected molecules or ions with the total composition C17H34BF6NO8P in a non-equilibrium geometry, with properties calculated with wB97M-V/def2-TZVPD.

Properties
Charge: -1
E_tot, eV: -62307.365
2S+1: 1
Molar mass, u: 536.23
HOMO, eV: -5.34
Strongest force on any atom, hartree/bohr: 0.2290

Geometry (Å):
C 3.70 1.45 6.19
C 2.08 1.67 6.08
F 1.41 1.56 7.43
B 1.61 3.00 5.23
O 1.37 4.21 6.03
C 2.47 4.51 6.96
N 3.46 4.83 7.76
P -0.17 2.53 4.55
O -1.09 2.48 5.87
C 2.50 3.31 3.88
F 3.75 4.06 4.11
F 1.64 4.21 3.02
C 2.85 2.01 2.95
C 4.46 1.53 2.88
C 4.94 0.24 1.94
C 3.86 -0.61 1.00
C 2.28 -0.14 1.08
C 1.21 -1.00 0.17
F 1.76 -2.39 0.03
F -0.03 -1.15 1.02
F 0.91 -0.35 -1.14
C 1.82 1.14 2.03
H 3.92 1.18 7.34
H 4.35 2.40 5.96
H 4.07 0.49 5.59
H 1.66 0.73 5.48
H -0.74 3.55 3.72
H -0.22 1.20 3.99
H 5.32 2.07 3.48
H 6.07 -0.13 1.91
H 4.28 -1.49 0.33
H 0.68 1.41 2.01
C -2.72 -0.49 -2.33
O -2.10 -0.81 -1.10
H -3.71 -0.94 -2.36
H -2.81 0.60 -2.43
H -2.12 -0.89 -3.15
H -1.22 -0.39 -1.10
C -3.87 -2.87 -4.85
O -4.00 -1.46 -4.74
H -3.75 -3.29 -3.85
H -4.78 -3.28 -5.31
H -3.00 -3.11 -5.45
H -4.10 -1.12 -5.64
C -4.72 3.22 -2.07
O -3.84 2.85 -3.11
H -4.40 4.17 -1.65
H -5.74 3.32 -2.46
H -4.69 2.46 -1.28
H -4.16 1.99 -3.46
C -5.30 -5.49 -7.40
O -5.43 -4.08 -7.29
H -5.18 -5.91 -6.40
H -6.21 -5.90 -7.86
H -4.43 -5.73 -8.00
H -5.53 -3.73 -8.19
C 6.94 3.22 -0.20
O 6.21 2.61 0.85
H 7.80 2.60 -0.44
H 6.30 3.31 -1.08
H 7.28 4.21 0.12
H 5.45 3.18 1.04
C -3.04 -6.21 -2.59
O -3.67 -5.91 -3.82
H -3.81 -6.41 -1.84
H -2.41 -7.10 -2.71
H -2.43 -5.36 -2.27
H -2.96 -5.74 -4.47

Here are the Löwdin charges for atoms 1 to 5, given in e:
1 C -0.09
2 C -0.23
3 F -0.12
4 B -0.84
5 O 0.00

Please write out number 1 again, unchanged.
Below is a molecular structure, C14H6AuCl2F6N3OS, with properties calculated with wB97M-V/def2-TZVPD.

Properties
Energy above the lowest of the compared OMol25 structures with the same formula, charge and spin, kcal/mol: 0.00
Charge: -2
E_tot, eV: -77013.330
2S+1: 1
Molar mass, u: 646.15
HOMO, eV: -2.36
Strongest force on any atom, hartree/bohr: 0.0126

Geometry (Å):
Au 0.06 0.06 -0.31
Cl 3.07 -0.28 0.35
C 3.42 1.41 0.44
C 4.74 1.77 0.26
C 5.13 3.10 0.33
C 4.17 4.06 0.59
C 2.85 3.68 0.76
Cl 1.72 4.98 1.09
C 2.39 2.35 0.68
S 0.70 1.99 0.95
H 5.47 0.99 0.06
H 6.17 3.38 0.19
H 4.43 5.10 0.67
N -2.24 -0.48 0.22
C -3.37 -0.41 0.43
C -4.76 -0.35 0.68
C -5.51 -1.55 0.82
N -6.13 -2.52 0.94
C -5.44 0.89 0.80
N -6.01 1.89 0.89
C -0.82 -3.18 -1.24
C 0.49 -2.70 -1.88
O 0.69 -1.37 -1.92
C 1.66 -3.38 -1.11
F 1.62 -4.74 -1.11
F 2.87 -3.05 -1.59
F 1.64 -3.00 0.18
C 0.49 -3.20 -3.36
F 1.62 -2.90 -4.02
F 0.33 -4.55 -3.50
F -0.52 -2.63 -4.03
H -0.83 -2.88 -0.19
H -0.94 -4.27 -1.31
H -1.65 -2.68 -1.74

Here are the Löwdin charges for atoms 1 to 5, given in e:
1 Au 0.43
2 Cl 0.68
3 C -0.67
4 C -0.15
5 C -0.13